(1)
The following is a quantum chemistry calculation of a molecular structure, C26H34FPReSSe2 at a distorted geometry, from the OMol25 dataset.

Values from the calculation:
Spin multiplicity ... 2
Gap between HOMO and LUMO (spin up / spin down) ... 6.3 / 6.7 eV
Total charge ... +2
LUMO energy (spin up / spin down) ... -8.1 / -7.8 eV
Highest occupied orbital energy (spin up / spin down) ... -14.35 / -14.50 eV

Element x y z (Å)
Re  -0.186  0.104  0.175
C  1.705  -1.617  2.891
C  2.015  -1.088  1.528
C  1.941  -1.946  0.404
C  1.739  -3.413  0.594
C  2.132  -1.412  -0.891
C  1.971  -2.283  -2.097
C  2.520  -0.062  -1.055
C  2.842  0.447  -2.426
C  2.738  0.753  0.082
C  3.235  2.151  -0.110
C  2.522  0.227  1.375
C  2.917  0.995  2.596
H  2.589  -2.082  3.330
H  0.915  -2.362  2.849
H  1.379  -0.822  3.557
H  0.683  -3.690  0.505
H  2.079  -3.732  1.574
H  2.297  -3.975  -0.149
H  2.942  -2.662  -2.414
H  1.543  -1.730  -2.930
H  1.335  -3.136  -1.887
H  1.943  0.821  -2.924
H  3.259  -0.340  -3.046
H  3.560  1.258  -2.393
H  4.308  2.134  -0.303
H  3.062  2.771  0.762
H  2.747  2.626  -0.957
H  2.073  1.536  3.027
H  3.700  1.712  2.374
H  3.295  0.319  3.359
Se  -0.866  0.994  -1.969
P  -1.964  -0.922  -2.389
Se  -1.367  -2.042  -0.562
C  -1.421  -1.712  -3.927
C  -0.875  -2.989  -3.933
C  -0.514  -3.555  -5.142
C  -0.702  -2.858  -6.324
C  -1.258  -1.587  -6.310
C  -1.623  -1.006  -5.110
C  -3.762  -0.717  -2.458
C  -4.482  -1.907  -2.540
C  -5.862  -1.853  -2.558
C  -6.508  -0.626  -2.496
C  -5.780  0.553  -2.423
C  -4.396  0.516  -2.399
H  -0.747  -3.533  -3.005
H  -0.086  -4.545  -5.169
H  -0.427  -3.311  -7.263
H  -1.407  -1.056  -7.237
H  -2.062  -0.018  -5.088
H  -3.955  -2.853  -2.590
H  -6.432  -2.765  -2.629
H  -7.585  -0.590  -2.518
H  -6.292  1.501  -2.388
H  -3.819  1.431  -2.352
C  -0.551  3.762  0.041
S  0.225  2.516  1.111
C  -0.864  2.631  2.554
H  -1.631  3.655  0.083
H  -0.199  3.626  -0.980
H  -0.248  4.745  0.394
H  -0.607  3.533  3.104
H  -0.703  1.759  3.182
H  -1.899  2.657  2.225
F  -0.791  -0.214  1.928

---

(2)
The following is a quantum chemistry calculation of a molecular structure, C26H34N9Os at a distorted geometry, from the OMol25 dataset.

Values from the calculation:
Spin multiplicity ... 1
Gap between HOMO and LUMO (spin up / spin down) ... 5.9 / 5.8 eV
Total charge ... +1
LUMO energy (spin up / spin down) ... -3.3 / -3.3 eV
Highest occupied orbital energy (spin up / spin down) ... -9.12 / -9.10 eV

Element x y z (Å)
Os  -0.131  -0.133  -0.234
C  -0.308  1.918  4.986
N  -0.960  1.689  3.698
C  -2.413  1.589  3.690
C  -0.275  1.144  2.655
N  -0.812  0.502  1.687
N  1.106  1.332  2.705
C  2.057  0.776  1.871
N  3.333  0.944  2.303
N  1.746  0.158  0.786
H  -1.068  2.195  5.710
H  0.398  2.751  4.945
H  0.197  1.023  5.358
H  -2.813  2.316  4.392
H  -2.762  0.591  3.971
H  -2.802  1.837  2.703
H  -1.807  0.334  1.780
H  1.455  1.833  3.501
H  3.554  1.504  3.106
H  4.094  0.708  1.692
H  2.540  -0.238  0.306
C  0.037  3.089  -0.162
N  -0.594  1.887  -0.706
C  -1.520  2.033  -1.613
C  -2.118  0.874  -2.137
C  -3.122  0.600  -3.075
C  -3.219  -0.785  -3.133
C  -2.277  -1.305  -2.232
N  -1.616  -0.310  -1.637
C  1.111  3.657  -1.064
C  1.140  5.015  -1.354
C  2.140  5.545  -2.162
C  3.114  4.715  -2.694
C  3.083  3.353  -2.421
C  2.088  2.827  -1.610
H  0.472  2.832  0.802
H  -0.717  3.857  0.027
H  -1.819  3.028  -1.932
H  -3.687  1.324  -3.642
H  -3.882  -1.363  -3.759
H  -2.046  -2.337  -2.010
H  0.375  5.668  -0.946
H  2.149  6.605  -2.382
H  3.889  5.125  -3.330
H  3.833  2.698  -2.850
H  2.043  1.760  -1.422
C  0.174  -3.873  1.119
C  0.765  -4.046  -0.249
C  1.194  -5.276  -0.709
C  1.721  -5.403  -1.990
C  1.831  -4.303  -2.830
C  1.414  -3.047  -2.418
C  1.507  -1.867  -3.340
C  0.874  -2.925  -1.112
N  0.411  -1.724  -0.676
H  0.239  -4.801  1.687
H  -0.874  -3.572  1.048
H  0.684  -3.083  1.671
H  1.117  -6.144  -0.065
H  2.051  -6.374  -2.337
H  2.244  -4.423  -3.824
H  2.287  -2.024  -4.083
H  1.704  -0.947  -2.803
H  0.560  -1.724  -3.867
C  -4.039  -3.704  1.896
C  -3.472  -2.406  1.542
N  -3.030  -1.396  1.224
H  -3.484  -4.142  2.724
H  -3.984  -4.373  1.037
H  -5.081  -3.587  2.186

---

(3)
The following is a quantum chemistry calculation of a single C26H34O6 molecule at a distorted geometry, from the OMol25 dataset.

Values from the calculation:
SMILES ... CC(C)(C)CC(C)(C)c1ccc(OCCOCCC2=C(CC(=O)O)C(=O)C=CC2=O)cc1
Spin multiplicity ... 1
Gap between HOMO and LUMO ... 6.3 eV
LUMO energy ... -1.9 eV
Highest occupied orbital energy ... -8.23 eV

Element x y z (Å)
C  4.971  -0.063  -0.039
C  4.041  1.111  0.707
C  5.097  1.842  1.780
C  2.846  0.476  1.650
C  3.555  2.299  -0.309
C  2.204  1.980  -1.176
C  2.071  0.445  -1.732
C  2.305  2.945  -2.540
C  0.793  2.433  -0.440
C  -0.578  2.316  -1.378
C  -2.080  2.726  -0.862
C  -2.240  3.257  0.682
O  -3.567  3.604  1.234
C  -4.409  2.399  1.215
C  -3.929  1.198  2.222
O  -4.358  -0.143  1.758
C  -3.330  -0.787  0.925
C  -2.865  -2.281  1.503
C  -1.679  -2.984  0.611
C  -1.938  -4.044  -0.442
C  -3.461  -4.588  -0.786
C  -3.956  -3.783  -2.125
O  -3.027  -3.090  -2.828
O  -5.366  -3.829  -2.586
C  -0.708  -4.756  -1.313
O  -0.916  -5.801  -2.161
C  0.867  -4.269  -1.173
C  1.144  -3.229  -0.117
C  -0.069  -2.601  0.826
O  0.296  -1.768  1.818
C  -0.881  3.402  1.627
C  0.652  3.010  1.087
H  4.265  -1.015  -0.151
H  5.922  -0.353  0.587
H  5.241  0.246  -1.156
H  4.857  2.997  1.920
H  6.159  1.813  1.236
H  5.136  1.265  2.813
H  3.232  -0.494  2.188
H  1.814  0.355  1.114
H  2.669  1.274  2.519
H  3.347  3.275  0.340
H  4.458  2.536  -1.054
H  1.229  0.469  -2.577
H  3.044  0.021  -2.241
H  1.712  -0.345  -0.947
H  2.099  4.043  -2.155
H  3.396  2.937  -2.964
H  1.469  2.705  -3.326
H  -0.468  1.931  -2.490
H  -2.980  2.620  -1.624
H  -4.555  1.920  0.151
H  -5.488  2.742  1.587
H  -4.461  1.407  3.268
H  -2.781  1.164  2.448
H  -3.840  -1.018  -0.128
H  -2.396  -0.117  0.690
H  -2.407  -2.121  2.592
H  -3.775  -3.014  1.617
H  -4.201  -4.542  0.122
H  -3.344  -5.722  -1.083
H  -5.342  -3.678  -3.591
H  1.717  -4.746  -1.841
H  2.278  -2.895  -0.014
H  -1.086  3.796  2.734
H  1.602  3.115  1.778

---

(4)
The following is a quantum chemistry calculation of a molecular structure, C26H35BFeN5O8P2S at a distorted geometry, from the OMol25 dataset.

Values from the calculation:
Spin multiplicity ... 1
Gap between HOMO and LUMO ... 6.2 eV
Total charge ... -1
LUMO energy ... 1.0 eV
Highest occupied orbital energy ... -5.20 eV

Element x y z (Å)
Fe  0.068  0.331  -0.681
O  -1.855  -0.213  -0.603
C  -2.345  -1.080  -1.335
C  -1.835  -1.554  -2.588
C  -2.609  -2.497  -3.272
C  -2.198  -2.978  -4.484
C  -0.984  -2.555  -5.054
C  -0.210  -1.638  -4.408
C  -0.599  -1.082  -3.151
O  0.124  -0.183  -2.616
N  -3.026  -3.929  -5.193
O  -2.630  -4.339  -6.270
O  -4.103  -4.227  -4.708
H  -3.284  -1.541  -0.999
H  -3.542  -2.847  -2.848
H  -0.680  -2.976  -6.001
H  0.732  -1.308  -4.824
C  -2.272  2.321  -2.065
P  -0.501  2.372  -1.619
C  0.214  2.985  -3.179
C  -0.482  3.775  -0.436
C  -1.052  3.217  0.868
P  -0.313  1.572  1.377
C  1.075  2.122  2.431
C  -1.565  1.140  2.629
H  -2.617  3.290  -2.431
H  -2.865  2.021  -1.203
H  -2.416  1.573  -2.847
H  -0.255  3.925  -3.473
H  0.041  2.230  -3.946
H  1.290  3.131  -3.088
H  -1.057  4.620  -0.821
H  0.537  4.135  -0.274
H  -2.125  3.047  0.751
H  -0.937  3.920  1.696
H  0.729  2.872  3.145
H  1.884  2.545  1.837
H  1.452  1.265  2.987
H  -1.841  2.029  3.201
H  -1.174  0.386  3.308
H  -2.452  0.745  2.132
N  4.999  -2.415  -0.256
C  5.456  -1.157  -0.402
O  6.643  -0.884  -0.450
C  4.442  -0.042  -0.498
C  4.916  1.262  -0.512
C  3.994  2.289  -0.624
C  2.651  1.973  -0.712
N  2.173  0.727  -0.689
C  3.078  -0.252  -0.588
H  5.692  -3.142  -0.190
H  4.030  -2.699  -0.212
H  5.981  1.432  -0.440
H  4.298  3.326  -0.641
H  1.923  2.770  -0.800
H  2.680  -1.252  -0.602
B  1.648  -3.971  0.074
C  0.889  -2.615  -0.158
N  0.422  -1.564  -0.246
H  2.336  -4.158  -0.914
H  0.851  -4.857  0.248
H  2.327  -3.780  1.067
N  0.627  -1.087  2.647
C  0.635  -1.215  4.049
C  -0.496  -1.675  4.722
C  -0.538  -1.666  6.108
C  0.540  -1.199  6.844
C  1.671  -0.755  6.179
C  1.722  -0.761  4.792
S  0.466  -1.205  8.643
O  1.541  -0.308  9.045
O  -0.874  -0.715  8.934
O  0.681  -2.600  8.999
H  1.543  -1.127  2.221
H  0.016  -1.726  2.156
H  -1.349  -2.029  4.151
H  -1.420  -2.007  6.634
H  2.504  -0.391  6.767
H  2.611  -0.405  4.278

---

Question: Number 2 is which compound?
Answer: C26H34N9Os

---

Question: Look up the spin multiplicity of the third one.
Answer: 1